[1]
The following is a quantum chemistry calculation of a structure of composition C6H9N, from the Open Molecules 2025 dataset.

Element x y z (Å)
1 N 0.30362 -2.32550 1.06931
2 C -1.28443 0.29838 -0.67946
3 C 0.67813 -1.58633 -0.11656
4 C -0.58399 -1.45522 1.40264
5 C -0.33270 -0.54783 0.12714
6 C -0.26670 1.05331 0.17754
7 C 0.97413 1.71016 -0.38809
8 H 0.80197 2.85776 -0.21452
9 H -2.36353 0.24607 -0.36272
10 H 1.92279 1.19721 0.06234
11 H 1.63308 -1.22370 -0.15308
12 H -1.00986 0.32527 -1.77002
13 H -0.68213 1.68284 0.98633
14 H 0.87143 1.45070 -1.48333
15 H -1.15978 -1.51473 2.32080
16 H 0.49799 -2.16840 -0.97832

Forces on the atoms, in the same order (eV/Å):
N 2.702 -3.009 -2.416
C 0.562 -0.788 -0.685
C 0.877 -0.319 -1.242
C -4.445 3.969 2.653
C -2.656 0.923 2.802
C -0.288 -0.801 0.892
C -0.486 -0.064 -0.601
H 1.157 -2.166 -0.453
H 1.312 0.325 -0.586
H -1.521 1.539 -0.810
H 2.846 0.819 0.001
H -0.850 -0.022 0.940
H 0.067 -1.221 0.014
H 0.940 0.693 0.850
H -0.074 0.897 -0.175
H -0.144 -0.774 -1.185

Expectation value of S²: 2.0082
HOMO level (alpha / beta): -5.1 / -9.8 eV
Gap between HOMO and LUMO (alpha / beta): 6.06 / 7.49 eV
Spin multiplicity: 3
Net charge: 0
Largest force on an atom: 6.52 eV Å⁻¹

[2]
The following is a quantum chemistry calculation of a cluster of 8 separate species, C12H40O14 in total, from the Open Molecules 2025 dataset.

Element x y z (Å)
1 O -1.34806 -0.25338 2.74682
2 O -0.81829 -1.55940 -4.81717
3 O 3.29041 2.59484 -3.03049
4 O 1.57961 -4.65400 2.84236
5 O 0.94712 1.29851 -1.83275
6 O -2.31388 1.31233 -1.80888
7 O 1.06926 2.85013 1.60546
8 O -0.08189 0.23976 0.42386
9 O -1.66550 2.63782 0.83145
10 O -1.29086 -2.99977 3.05091
11 O -3.32990 0.22867 -4.39155
12 O -0.64367 5.06414 2.03749
13 O 0.87152 -2.65509 0.92930
14 O -0.46428 -3.55431 -2.66229
15 C 0.47037 4.78679 2.87993
16 C -0.93918 -2.13889 4.11652
17 C -0.39978 -0.81158 3.60506
18 C -0.31033 -1.20697 -3.50861
19 C 0.72346 3.30644 2.93852
20 C -4.11209 0.91239 -3.40093
21 C 2.49467 -3.67637 2.38621
22 C 3.40155 1.67026 -1.95432
23 C -3.59048 0.74315 -1.98510
24 C 2.16722 -3.21480 0.98287
25 C 2.23704 0.70560 -1.95309
26 C 0.32167 -2.38867 -2.78056
27 H -1.82298 -1.96255 4.74497
28 H -1.13891 -0.71263 -2.99091
29 H 0.45906 -0.46530 -3.71741
30 H 3.42142 2.27130 -1.03979
31 H -0.87429 2.08695 0.77411
32 H -1.16166 5.74782 2.46669
33 H 2.32907 -0.03323 -1.15621
34 H -2.10360 -2.65571 2.66392
35 H 0.08756 -0.71145 0.31228
36 H 0.50190 -2.02702 -1.76480
37 H 2.27724 -4.06440 0.28860
38 H 0.53934 -1.01106 3.07887
39 H -0.22569 -2.65150 4.76590
40 H -4.28735 1.28013 -1.32953
41 H 0.65300 1.64563 -2.68018
42 H 3.53022 -4.04653 2.44657
43 H 1.26490 1.90990 1.68811
44 H -1.58733 -2.11274 -4.62427
45 H 2.29136 0.17161 -2.90699
46 H 4.32242 1.09276 -1.99081
47 H -1.31380 3.53618 0.91452
48 H -0.81377 -3.79552 -3.52811
49 H 2.88299 -2.48337 0.59399
50 H 0.25264 5.11949 3.89872
51 H 1.64645 -5.43864 2.28537
52 H -2.43700 0.58822 -4.33242
53 H 2.46183 -2.87420 3.12761
54 H -5.12328 0.52062 -3.48856
55 H 1.52768 3.03688 3.62680
56 H 0.29186 -3.07260 1.59187
57 H -0.18651 2.75330 3.19714
58 H -0.16779 -0.15884 4.45179
59 H 1.37722 5.27954 2.51730
60 H -3.68662 -0.32862 -1.76621
61 H 1.27836 -2.64519 -3.24769
62 H -2.19578 1.43921 -0.85526
63 H -0.98627 -0.09329 1.85074
64 H -4.10151 1.96960 -3.69387
65 H 0.12843 0.65075 -0.45172
66 H 2.42350 3.00686 -2.97215

Forces on the atoms, in the same order (eV/Å):
O -0.444 0.389 -0.376
O 0.210 -0.484 0.670
O 0.412 -0.526 -0.395
O -0.151 -0.065 -0.012
O 0.387 0.332 0.179
O 0.180 -0.528 -0.249
O 0.428 0.274 0.551
O 0.439 -0.221 -0.688
O -0.172 -0.213 -0.363
O 0.160 -0.299 -0.201
O -0.059 -0.178 0.486
O 0.187 0.129 0.041
O -0.163 0.292 -0.204
O -0.497 0.153 0.000
C 0.101 -0.285 0.367
C -0.340 0.223 0.581
C 0.419 -0.692 -0.064
C -0.528 -0.146 -1.182
C -0.317 -0.957 -1.096
C 0.862 0.500 -0.623
C 0.828 -0.099 0.289
C -0.874 0.901 0.716
C -1.217 0.227 -0.147
C 0.009 -0.152 -0.063
C 0.220 -0.484 -0.621
C 0.118 0.552 0.168
H 0.034 0.125 -0.106
H 0.281 -0.218 0.509
H 0.047 -0.028 0.172
H -0.011 -0.290 0.282
H -0.078 0.205 0.265
H -0.128 0.023 -0.159
H 0.008 0.097 0.130
H 0.131 0.117 -0.056
H 0.137 0.039 0.076
H 0.195 -0.294 0.083
H -0.312 -0.077 0.138
H 0.064 0.056 -0.066
H 0.169 -0.047 -0.275
H -0.158 -0.190 -0.003
H -0.169 -0.103 0.043
H -0.115 -0.070 -0.254
H -0.091 -0.051 -0.213
H -0.122 0.302 -0.397
H -0.023 -0.158 0.044
H 0.140 0.173 -0.460
H -0.080 -0.087 0.084
H 0.216 0.007 -0.001
H -0.058 0.181 0.361
H 0.150 0.094 -0.006
H 0.006 0.087 0.031
H -0.028 -0.109 -0.121
H -0.288 0.164 -0.242
H -0.022 -0.007 0.126
H -0.002 0.316 0.154
H 0.035 -0.058 -0.029
H -0.034 0.287 0.388
H -0.125 0.138 0.058
H -0.114 0.139 -0.058
H 0.565 -0.007 0.270
H 0.034 0.127 -0.046
H 0.142 0.366 -0.082
H -0.161 0.119 0.710
H -0.285 0.055 0.326
H -0.203 -0.216 0.409
H 0.056 0.147 0.150

SMILES string: OCCO.OCCO.OCCO.OCCO.OCCO.OCCO.O.O
HOMO level: -9.9 eV
Gap between HOMO and LUMO: 10.30 eV
Net charge: 0
Largest force on an atom: 1.49 eV Å⁻¹